Computed, not measured: C23H34F6N7ORuSSb2 as an isolated structure at a distorted geometry, with wB97M-V/def2-TZVPD.

The geometry in ORCA input format:
```
! wB97M-V def2-TZVPD RIJCOSX def2/J DEFGRID3
* xyz 1 5
Ru 1.587 -0.791 0.977
N 2.535 -0.596 -3.249
C 2.083 -0.828 -2.008
S 1.960 0.579 -0.948
N 1.670 -1.998 -1.654
N 1.256 -2.181 -0.385
C 0.514 -3.241 -0.185
C 0.055 -3.724 1.062
C -0.923 -4.732 1.073
C -1.399 -5.257 2.245
C -0.846 -4.843 3.467
C 0.141 -3.898 3.505
C 0.596 -3.251 2.319
O 1.473 -2.334 2.379
H 2.979 0.287 -3.436
H 2.676 -1.370 -3.876
H 0.233 -3.808 -1.071
H -1.307 -5.070 0.123
H -2.199 -5.981 2.230
H -1.213 -5.283 4.385
H 0.562 -3.571 4.442
N 5.263 -0.610 3.266
C 5.834 -1.646 2.591
C 4.993 -1.940 1.552
N 3.935 -1.101 1.584
C 4.102 -0.310 2.634
C 3.161 0.730 2.923
N 2.056 0.855 2.197
C 1.456 2.008 2.580
C 2.197 2.590 3.569
N 3.268 1.772 3.780
H 5.638 -0.173 4.093
H 6.765 -2.077 2.893
H 5.086 -2.690 0.793
H 0.548 2.348 2.123
H 2.050 3.497 4.117
H 3.976 1.914 4.482
F -1.113 -0.986 0.616
Sb -1.905 -0.411 2.342
F -0.125 -0.417 3.042
F -2.162 -2.225 2.803
F -2.424 0.359 3.967
F -3.661 -0.391 1.662
F -1.547 1.365 1.617
C -4.185 0.879 -2.360
C -3.494 1.012 -1.024
C -4.110 2.096 -0.169
Sb -1.243 1.329 -1.310
C -0.698 0.688 -3.433
C -0.979 -0.794 -3.605
C -1.342 1.517 -4.522
C -0.858 3.569 -1.358
C -1.916 4.280 -2.169
C 0.538 3.797 -1.896
H -5.236 0.657 -2.176
H -3.769 0.062 -2.946
H -4.130 1.805 -2.928
H -3.513 0.058 -0.500
H -4.335 2.982 -0.757
H -3.485 2.376 0.676
H -5.046 1.718 0.240
H 0.379 0.867 -3.439
H -2.048 -0.995 -3.624
H -0.529 -1.379 -2.803
H -0.564 -1.142 -4.552
H -2.426 1.476 -4.484
H -1.032 1.123 -5.492
H -1.025 2.553 -4.465
H -0.917 3.874 -0.312
H -1.864 3.996 -3.214
H -1.754 5.356 -2.108
H -2.914 4.078 -1.794
H 0.594 3.515 -2.946
H 1.279 3.223 -1.339
H 0.796 4.853 -1.817
*
```

## Properties
Molar mass (g/mol): 915.218
<S²>: 6.04
LUMO energy (spin up / spin down) (hartree): -0.092 / -0.174
E_HOMO (spin up / spin down) (eV): -10.2 / -10.3
Orbital gap (spin up / spin down) (eV): 7.73 / 5.59